208
Properties=species:S:1:pos:R:3 method="wB97M-V/def2-TZVPD" total_charge=+2
C 10.175 -5.626 -1.149
C 9.426 -4.408 -0.476
N 10.374 -3.307 -0.274
C 11.373 -3.310 0.637
C 12.108 -2.134 0.576
N 11.543 -1.362 -0.455
C 10.528 -2.150 -1.006
C 12.042 -0.041 -0.883
H 11.243 -5.685 -0.941
H 10.189 -5.575 -2.237
H 9.822 -6.562 -0.714
H 9.254 -4.604 0.583
H 8.547 -3.908 -0.884
H 11.652 -4.130 1.282
H 12.834 -1.755 1.280
H 9.861 -1.802 -1.781
H 12.915 -0.320 -1.473
H 12.187 0.553 0.019
H 11.322 0.357 -1.597
C -0.579 -7.003 -10.159
C 0.873 -6.457 -10.079
N 1.550 -6.910 -8.811
C 2.551 -7.838 -8.749
C 2.607 -8.170 -7.424
N 1.891 -7.377 -6.606
C 1.178 -6.674 -7.533
C 1.707 -7.443 -5.161
H -1.108 -6.593 -9.298
H -0.562 -8.092 -10.195
H -1.108 -6.645 -11.042
H 1.260 -5.447 -10.219
H 1.419 -6.843 -10.940
H 3.061 -8.164 -9.643
H 3.302 -8.821 -6.916
H 0.298 -6.114 -7.253
H 2.648 -7.786 -4.731
H 0.887 -8.138 -4.980
H 1.409 -6.429 -4.894
C 1.633 -8.296 4.285
C 0.900 -9.573 4.820
N 0.889 -10.648 3.929
C -0.009 -10.785 2.873
C 0.423 -11.896 2.100
N 1.566 -12.368 2.743
C 1.867 -11.610 3.891
C 2.458 -13.353 2.295
H 1.307 -7.472 4.919
H 1.442 -8.123 3.226
H 2.691 -8.517 4.426
H -0.103 -9.315 5.158
H 1.209 -9.849 5.828
H -0.856 -10.162 2.625
H 0.128 -12.308 1.146
H 2.728 -11.751 4.527
H 1.969 -13.920 1.503
H 2.956 -13.911 3.088
H 3.201 -12.755 1.766
C -3.179 2.069 -10.300
C -4.411 2.335 -11.126
C -4.608 3.768 -11.515
N -6.090 4.106 -11.615
C -6.769 3.222 -12.676
C -6.818 3.977 -10.257
C -7.959 4.978 -10.403
C -7.288 6.165 -10.989
C -6.220 5.595 -11.879
H -2.424 2.770 -10.654
H -2.842 1.036 -10.393
H -3.472 2.231 -9.263
H -5.256 1.834 -10.653
H -4.414 1.813 -12.083
H -4.135 4.056 -12.453
H -4.232 4.385 -10.698
H -6.391 2.239 -12.395
H -6.525 3.599 -13.669
H -7.836 3.321 -12.478
H -7.008 2.950 -9.947
H -6.165 4.363 -9.474
H -8.838 4.645 -10.956
H -8.283 5.169 -9.380
H -7.931 6.856 -11.533
H -6.871 6.829 -10.232
H -6.425 5.565 -12.949
H -5.281 6.142 -11.963
C -8.151 6.547 8.096
C -9.244 7.368 7.479
C -8.791 8.248 6.263
N -9.954 8.590 5.287
C -10.214 7.472 4.257
C -9.585 9.966 4.532
C -10.891 10.346 3.918
C -11.914 9.882 4.978
C -11.262 8.975 5.961
H -7.608 7.169 8.806
H -7.340 6.214 7.449
H -8.522 5.762 8.755
H -9.690 7.974 8.267
H -9.970 6.682 7.042
H -8.009 7.747 5.692
H -8.503 9.209 6.689
H -11.053 7.727 3.610
H -10.360 6.571 4.853
H -9.345 7.249 3.638
H -8.827 9.732 3.785
H -9.237 10.642 5.314
H -11.033 9.969 2.905
H -10.926 11.431 3.813
H -12.562 9.203 4.423
H -12.501 10.678 5.437
H -11.767 8.084 6.335
H -10.915 9.519 6.839
C 9.290 -1.005 9.417
C 7.895 -0.847 9.958
C 7.619 -2.018 10.951
N 6.158 -1.860 11.544
C 5.177 -2.114 10.355
C 5.800 -2.985 12.621
C 5.419 -2.301 13.853
C 4.865 -1.012 13.296
C 6.005 -0.637 12.328
H 10.089 -0.840 10.140
H 9.418 -0.117 8.798
H 9.486 -1.934 8.882
H 7.236 -1.009 9.106
H 7.877 0.190 10.295
H 8.202 -2.022 11.872
H 7.640 -3.019 10.520
H 5.307 -3.053 9.818
H 5.146 -1.258 9.680
H 4.256 -2.308 10.904
H 5.187 -3.803 12.243
H 6.784 -3.451 12.675
H 4.583 -2.728 14.407
H 6.266 -2.065 14.497
H 3.940 -1.176 12.744
H 4.556 -0.272 14.034
H 5.679 0.131 11.627
H 6.879 -0.299 12.883
C -2.416 1.897 2.202
C -1.812 1.154 0.982
C -0.484 1.735 0.566
N 0.513 0.985 -0.364
C -0.329 0.681 -1.558
C 1.094 -0.306 0.263
C 2.077 0.176 1.261
C 2.691 1.443 0.642
C 1.797 1.800 -0.540
H -3.491 1.727 2.140
H -2.074 2.924 2.328
H -2.083 1.545 3.178
H -2.448 1.468 0.154
H -1.754 0.065 1.003
H 0.255 1.863 1.357
H -0.753 2.683 0.100
H -0.846 1.615 -1.777
H -0.982 -0.146 -1.280
H 0.378 0.454 -2.356
H 1.567 -0.803 -0.584
H 0.240 -0.778 0.749
H 2.817 -0.622 1.324
H 1.682 0.436 2.243
H 3.690 1.383 0.209
H 2.734 2.213 1.412
H 2.297 1.630 -1.493
H 1.424 2.824 -0.526
N -4.866 -5.403 -3.040
S -5.931 -5.937 -1.874
O -6.064 -7.373 -1.619
O -6.986 -5.119 -1.324
F -4.718 -5.625 -0.778
S -5.948 -4.760 -3.820
O -6.228 -3.348 -3.425
O -7.024 -5.627 -4.312
F -5.009 -4.619 -5.163
N 7.580 -0.130 -7.530
S 7.506 1.034 -8.459
O 6.419 1.969 -8.260
O 8.065 0.790 -9.802
F 8.757 1.901 -7.867
S 6.299 -0.932 -8.214
O 6.279 -1.172 -9.633
O 5.022 -0.784 -7.567
F 6.858 -2.338 -7.747
N -4.340 -3.524 9.063
S -4.541 -2.852 7.693
O -3.390 -2.680 6.792
O -5.583 -1.879 7.596
F -5.334 -4.156 7.104
S -3.802 -2.108 9.746
O -4.694 -1.120 10.304
O -2.625 -1.551 9.096
F -3.207 -2.819 11.056
N 6.760 10.902 -3.530
S 5.391 11.566 -3.713
O 4.433 11.002 -2.758
O 4.844 11.952 -4.980
F 5.719 13.009 -3.162
S 6.480 9.591 -4.541
O 6.746 9.882 -5.906
O 5.477 8.534 -4.191
F 7.880 8.772 -4.169
P -5.701 7.565 -2.241
F -6.158 7.640 -3.874
F -5.850 9.119 -1.908
F -7.294 7.479 -1.964
F -5.290 7.433 -0.657
F -5.565 5.991 -2.474
F -4.146 7.844 -2.544


70
Properties=species:S:1:pos:R:3 method="wB97M-V/def2-TZVPD" e_above_lowest_kj_mol=19.5 total_charge=-1
La -0.259 0.312 -0.187
C 3.399 2.109 2.653
C 2.642 1.460 1.533
N 1.658 2.028 0.925
N 1.428 3.319 1.324
C 0.425 3.907 0.695
N 0.254 5.209 1.061
S -0.694 3.287 -0.455
C 3.118 0.120 1.053
C 4.310 -0.418 1.541
C 4.777 -1.615 1.025
C 4.054 -2.250 0.034
C 2.881 -1.651 -0.398
N 2.426 -0.504 0.091
H 2.797 2.892 3.103
H 4.325 2.570 2.296
H 3.660 1.374 3.413
H 0.813 5.546 1.826
H -0.589 5.683 0.802
H 4.874 0.099 2.300
H 5.705 -2.033 1.396
H 4.373 -3.183 -0.408
H 2.287 -2.093 -1.188
C -0.475 0.474 -2.993
C -0.343 -0.873 -3.380
C 1.032 -1.178 -3.448
C 1.746 -0.015 -3.105
C 0.823 1.009 -2.830
H -1.411 1.021 -2.927
H -1.163 -1.541 -3.608
H 1.459 -2.137 -3.711
H 2.821 0.071 -3.030
H 1.054 2.027 -2.547
C 0.637 -4.611 -1.061
C 1.155 -4.976 0.174
C 0.918 -4.159 1.260
C 0.149 -3.004 1.096
N -0.299 -2.613 -0.111
C -0.057 -3.417 -1.150
C -0.195 -2.179 2.291
C -0.509 -2.859 3.472
C -0.812 -2.137 4.614
C -0.794 -0.748 4.562
C -0.496 -0.101 3.369
C -0.201 -0.785 2.180
H 0.782 -5.214 -1.947
H 1.739 -5.882 0.284
H 1.319 -4.389 2.236
H -0.430 -3.070 -2.105
H -0.534 -3.943 3.496
H -1.070 -2.650 5.533
H -1.030 -0.170 5.450
H -0.513 0.988 3.373
C -5.930 -1.120 -2.278
C -4.590 -1.550 -2.428
C -3.616 -1.020 -1.633
C -3.891 -0.030 -0.647
C -2.829 0.507 0.161
C -3.228 1.434 1.098
C -4.564 1.880 1.251
C -5.551 1.369 0.462
C -5.239 0.387 -0.511
C -6.242 -0.178 -1.344
H -6.708 -1.540 -2.906
H -4.337 -2.297 -3.171
H -2.591 -1.357 -1.747
H -2.491 1.896 1.755
H -4.800 2.633 1.995
H -6.581 1.700 0.561
H -7.267 0.155 -1.221


11
Properties=species:S:1:pos:R:3 method="wB97M-V/def2-TZVPD" e_above_lowest_kj_mol=325.5 smiles="[H]/N=C/OC(C)=O"
C -1.262 0.197 0.102
C -0.766 -1.057 -0.411
O -1.259 -1.873 -1.129
O 0.646 -1.183 -0.042
C 1.408 -0.084 0.233
N 0.939 1.076 0.409
H -0.991 0.444 1.152
H -0.596 0.365 -0.939
H -2.198 0.648 -0.180
H 2.469 -0.340 0.261
H 1.611 1.808 0.543


57
Properties=species:S:1:pos:R:3 method="wB97M-V/def2-TZVPD" smiles="O=[PH2]OC(=O)Oc1ccccn1.C[C@@H]1COC(=O)O1.C[C@@H]1COC(=O)O1.C[C@@H]1COC(=O)O1"
O -4.404 1.717 1.364
P -5.691 1.830 0.677
O -5.861 0.891 -0.656
C -5.187 -0.309 -0.595
O -5.451 -1.186 0.174
O -4.207 -0.445 -1.556
C -3.021 0.110 -1.027
C -2.515 1.268 -1.545
C -1.393 1.888 -1.069
C -0.779 1.244 0.023
C -1.378 0.087 0.431
N -2.463 -0.509 -0.028
H -6.748 1.607 1.580
H -5.847 3.134 0.161
H -3.048 1.726 -2.376
H -1.046 2.821 -1.488
H 0.099 1.643 0.507
H -0.901 -0.399 1.278
C -1.246 -3.149 -5.210
C -0.338 -2.820 -4.051
C -1.052 -2.478 -2.769
O -0.090 -1.645 -2.110
C 0.653 -1.050 -3.078
O 1.416 -0.162 -2.890
O 0.402 -1.612 -4.291
H -2.005 -2.377 -5.343
H -0.677 -3.198 -6.139
H -1.744 -4.106 -5.051
H 0.385 -3.628 -3.900
H -1.288 -3.351 -2.165
H -1.963 -1.894 -2.924
C 3.765 2.871 3.327
C 2.891 3.964 2.762
C 1.539 4.090 3.415
O 0.756 4.670 2.363
C 1.313 4.276 1.190
O 0.810 4.418 0.125
O 2.519 3.687 1.402
H 3.226 1.922 3.371
H 4.636 2.712 2.692
H 4.103 3.127 4.331
H 3.428 4.917 2.772
H 1.546 4.732 4.293
H 1.099 3.125 3.679
C 4.312 -3.127 1.009
C 2.952 -3.032 1.655
C 1.823 -2.731 0.703
O 0.871 -2.096 1.566
C 1.574 -1.507 2.566
O 1.117 -0.739 3.348
O 2.872 -1.908 2.546
H 4.509 -2.257 0.382
H 5.094 -3.155 1.769
H 4.386 -4.025 0.395
H 2.750 -3.935 2.239
H 1.398 -3.623 0.249
H 2.098 -2.024 -0.084


For each record above, in turn, the calculated lowest unoccupied orbital energy values are -4.6 2.4 0.7 0.5 eV.
For each record above, in turn, the calculated calculated total energy values are -8862.42153 -2016.67360 -322.45034 -2074.60307 a.u..
For each record above, in turn, the calculated HOMO-LUMO gap values are 0.1383 0.2507 0.3821 0.3631 Ha.